The following is a quantum chemistry calculation of a 16-piece molecular cluster, C78H157F15N2O37 overall in a non-equilibrium geometry, from the OMol25 dataset.

```
289
Properties=species:S:1:pos:R:3:forces:R:3:lowdin_charge:R:1
C 1.1907 12.8106 -3.6989 0.138 0.094 0.655 -0.056
C 0.3568 11.9851 -4.5724 0.015 0.741 -0.400 -0.247
N -0.3069 11.3773 -5.2889 0.171 0.138 0.044 0.186
H 0.5800 13.3379 -2.9660 -0.241 -0.849 0.471 0.085
H 1.7464 13.6718 -4.0699 -0.016 -0.470 -1.276 0.052
H 1.9279 12.1313 -3.2710 -0.187 0.112 0.491 0.076
C 0.5050 4.6372 -6.8958 -0.187 0.680 -0.550 -0.044
C 0.1204 6.0750 -6.7958 1.485 -4.645 -0.191 -0.250
N -0.2393 7.1355 -6.8010 -1.146 3.634 -0.043 0.188
H -0.4064 4.0449 -6.9762 0.041 -0.070 0.617 0.083
H 1.2052 4.3208 -6.1226 -0.527 0.068 0.210 0.068
H 1.0039 4.4407 -7.8448 0.168 0.438 -0.113 0.051
C 0.9368 4.6804 -11.2763 0.579 0.649 0.988 -0.107
O 1.2232 6.0746 -11.2995 0.086 0.411 -0.455 -0.188
C 0.8853 6.7964 -10.1024 -0.206 0.129 0.011 -0.177
C 0.7911 8.3378 -10.3101 0.251 -2.017 -0.760 -0.178
O 2.0803 8.8826 -10.3884 1.083 0.880 1.003 -0.142
C 2.1203 10.3161 -10.6054 -0.519 -1.048 -1.162 -0.141
C 3.5332 10.7980 -10.9778 -2.683 -1.428 1.414 -0.216
O 3.8858 10.1672 -12.1672 1.312 0.956 -0.492 -0.155
C 5.1617 10.6493 -12.5895 -0.632 -0.384 -0.856 -0.108
H 1.3350 4.1590 -12.1467 -0.105 0.529 -0.277 0.083
H -0.1300 4.4845 -11.1682 -0.199 -0.001 -0.039 0.082
H 1.4740 4.2548 -10.4287 -0.088 -0.317 0.313 0.068
H 1.5718 6.5776 -9.2844 0.401 -0.141 -0.038 0.098
H -0.0876 6.4362 -9.7680 -0.363 0.140 0.069 0.110
H 0.1431 8.7599 -9.5419 0.186 0.149 0.019 0.109
H 0.3330 8.3964 -11.2974 -0.491 0.557 -0.181 0.120
H 1.7352 10.9089 -9.7757 -0.075 -0.199 0.330 0.117
H 1.4406 10.4034 -11.4530 -0.094 0.844 -0.246 0.113
H 4.0668 10.4127 -10.1089 1.107 0.291 0.017 0.123
H 3.4666 11.8860 -10.9790 0.492 0.118 -0.282 0.119
H 5.1754 11.6985 -12.8846 -0.410 0.439 0.374 0.085
H 5.3742 10.1470 -13.5333 0.375 -0.433 0.300 0.093
H 5.9226 10.5084 -11.8219 0.180 -0.317 -0.065 0.071
C 3.7199 25.5501 2.9623 0.454 -0.529 -0.242 -0.112
O 4.2462 24.3540 2.4202 0.764 -0.195 -0.059 -0.198
C 4.1254 24.2320 0.9987 -0.330 -1.017 1.061 -0.182
C 5.0737 23.1469 0.4536 -0.693 0.109 0.141 -0.195
O 4.7631 21.8648 0.9727 0.759 -0.821 -0.093 -0.118
C 5.6350 20.8537 0.4105 -0.762 -0.265 -0.391 -0.175
C 5.2338 19.4442 0.8488 -1.036 -0.174 0.925 -0.172
O 3.9229 18.9979 0.4173 1.229 0.954 0.187 -0.194
C 3.8501 18.5921 -0.9429 -1.000 0.526 0.475 -0.097
H 2.6305 25.5473 2.9274 -0.157 0.323 -0.321 0.086
H 4.1996 26.3736 2.4332 -0.449 0.484 0.007 0.082
H 3.9969 25.6161 4.0144 0.153 -0.203 -0.055 0.085
H 4.2900 25.1878 0.5013 0.212 0.091 -0.120 0.118
H 3.0927 23.9161 0.8508 -0.167 -0.014 -0.597 0.126
H 6.1113 23.4202 0.6457 0.206 0.012 0.157 0.124
H 4.9256 23.0687 -0.6234 0.071 0.442 -0.348 0.121
H 6.6808 21.0635 0.6350 0.130 -0.047 0.398 0.126
H 5.5868 20.8279 -0.6781 -0.224 0.557 -0.383 0.106
H 5.2166 19.4420 1.9387 -0.394 0.086 0.086 0.102
H 5.9338 18.6378 0.6301 0.560 0.357 -0.610 0.124
H 4.1789 17.5579 -1.0447 0.106 0.061 -0.324 0.070
H 4.2969 19.2786 -1.6621 0.693 -0.067 0.135 0.078
H 2.7905 18.7104 -1.1695 -0.110 -0.606 -0.126 0.094
C 9.4271 6.8255 -7.7382 -0.178 -0.072 0.494 -0.086
O 9.7073 7.1710 -6.4031 0.779 -1.057 0.773 -0.189
C 8.9196 8.1346 -5.7908 0.172 1.031 0.467 -0.217
C 7.4786 7.7621 -5.3924 0.585 0.707 -0.561 -0.177
O 6.9785 8.8436 -4.6431 0.033 0.102 1.135 -0.160
C 5.5356 8.8866 -4.4865 0.513 0.203 -0.930 -0.143
C 4.8369 7.7124 -3.8668 -0.134 -1.644 -0.994 -0.133
O 4.9836 6.5221 -4.7074 0.991 0.798 -0.088 -0.229
C 4.6179 5.3019 -4.1135 -0.369 0.780 0.077 -0.101
H 10.2560 6.2068 -8.0819 0.007 0.147 -0.049 0.093
H 9.3496 7.7326 -8.3376 -0.160 0.010 -0.309 0.079
H 8.5219 6.2196 -7.7785 -0.239 0.125 -0.355 0.089
H 9.0081 9.0260 -6.4118 -1.028 0.383 -0.567 0.109
H 9.4405 8.5315 -4.9195 0.233 -0.695 0.560 0.114
H 7.3922 6.8646 -4.7798 0.294 -0.343 -0.486 0.121
H 6.9533 7.6846 -6.3443 -0.635 -0.479 0.043 0.112
H 5.2526 9.1298 -5.5107 -1.076 -0.055 0.261 0.117
H 5.2937 9.6838 -3.7837 0.220 0.491 -0.406 0.120
H 3.7595 7.8519 -3.7779 0.012 0.699 0.141 0.121
H 5.2419 7.5787 -2.8637 0.088 -0.462 0.147 0.108
H 3.5287 5.2896 -4.0723 -0.225 -0.363 0.516 0.088
H 5.0760 5.2467 -3.1260 -0.196 -0.341 0.273 0.083
H 4.9420 4.4611 -4.7268 0.215 0.187 -0.109 0.077
C 8.3585 7.6344 -11.1388 0.708 -1.294 -0.305 -0.121
O 7.6943 7.5847 -12.3615 -0.567 2.166 -1.136 -0.176
C 6.4759 6.8988 -12.3479 0.385 -2.200 0.124 -0.220
C 5.4611 7.2004 -11.3023 -0.270 0.348 0.927 -0.157
O 5.7612 6.6716 -9.9895 0.447 0.767 -0.188 -0.139
C 4.9670 7.2634 -8.9717 -1.860 -1.886 0.258 -0.174
C 4.5137 6.1639 -7.9883 1.193 -0.168 0.681 -0.184
O 3.7341 5.0583 -8.5042 0.596 0.510 0.028 -0.168
C 3.7644 4.0287 -7.5331 -0.332 0.034 0.152 -0.133
H 8.2677 6.5868 -10.8515 0.420 0.095 1.446 0.092
H 8.0347 8.3641 -10.3966 -0.630 -0.143 0.013 0.070
H 9.4082 7.8524 -11.3353 0.050 0.023 -0.169 0.090
H 6.7322 5.8480 -12.2130 0.061 -0.631 -0.003 0.123
H 6.0165 6.9329 -13.3358 0.080 0.521 0.014 0.134
H 4.5177 6.6972 -11.5138 -0.270 0.663 -0.752 0.144
H 5.4304 8.2900 -11.3007 -0.796 0.170 0.444 0.110
H 3.9749 7.6056 -9.2662 0.278 0.792 -1.129 0.103
H 5.4930 8.0453 -8.4240 0.070 0.075 0.079 0.118
H 4.0006 6.5784 -7.1205 -0.295 0.437 -0.105 0.110
H 5.4437 5.8052 -7.5472 0.202 -0.713 0.062 0.105
H 4.7890 3.7266 -7.3163 0.108 -0.035 0.086 0.089
H 3.1876 3.1447 -7.8049 0.094 0.087 -0.815 0.088
H 3.2619 4.3361 -6.6159 0.349 0.393 0.343 0.054
C 6.1493 15.1193 -0.7767 0.860 0.737 0.812 -0.118
O 6.2481 14.6921 -2.0891 0.796 -0.106 -0.640 -0.192
C 5.1332 14.0674 -2.6478 0.046 -1.447 -1.234 -0.151
C 5.5331 13.4637 -4.1034 -1.260 1.472 1.655 -0.143
O 4.4140 12.7152 -4.5476 0.850 -0.408 -1.093 -0.133
C 4.6334 12.2591 -5.9112 -0.986 -1.094 -0.041 -0.131
C 3.4077 11.4460 -6.4929 -0.332 1.131 1.545 -0.139
O 3.0662 10.2633 -5.7681 1.207 0.064 -0.244 -0.195
C 2.2985 9.3227 -6.4684 -0.627 -0.746 -0.159 -0.120
H 6.2218 14.3560 -0.0019 -0.433 -0.576 -0.178 0.081
H 5.3169 15.7829 -0.5428 -0.430 -0.163 -0.219 0.072
H 7.0465 15.7154 -0.6100 0.112 0.251 0.020 0.076
H 4.2934 14.7622 -2.6445 -0.155 0.222 -0.688 0.114
H 4.7772 13.2447 -2.0277 0.193 -0.364 0.083 0.105
H 6.4826 12.9286 -4.0920 -0.048 -0.610 0.492 0.111
H 5.7516 14.2978 -4.7703 -0.237 0.268 -0.256 0.095
H 5.5223 11.6373 -6.0179 0.285 -0.244 0.603 0.097
H 4.8564 13.1010 -6.5665 -0.442 0.276 -0.055 0.103
H 3.5414 11.3015 -7.5650 0.247 -0.206 -0.070 0.111
H 2.5374 12.0792 -6.3206 -0.185 0.486 -0.512 0.106
H 1.3848 9.7013 -6.9264 -0.139 0.504 0.162 0.066
H 1.9765 8.5282 -5.7953 -0.006 0.359 0.421 0.065
H 2.8020 8.7716 -7.2627 0.766 0.281 -0.381 0.068
C 7.7055 11.0304 -0.5233 0.336 0.246 1.496 -0.096
O 7.5417 9.6366 -0.2136 0.329 0.993 -0.237 -0.146
C 7.6074 8.8681 -1.3979 -1.534 1.107 -1.086 -0.209
C 7.4068 7.4089 -1.1987 0.821 0.168 0.354 -0.212
O 8.5958 6.9962 -0.6009 0.687 -2.980 1.137 -0.145
C 8.6683 5.5391 -0.3217 1.437 1.060 -1.164 -0.119
C 9.1120 4.6462 -1.5228 -1.058 0.786 0.351 -0.216
O 10.4022 4.9246 -2.0334 -0.195 -0.601 -0.883 -0.164
C 10.3904 5.9493 -3.0487 -0.577 0.964 0.877 -0.079
H 7.6568 11.5683 0.4234 -0.493 -0.165 0.270 0.081
H 6.9872 11.5162 -1.1838 -0.416 -0.622 -0.292 0.089
H 8.6999 11.3423 -0.8427 0.359 -0.788 -0.560 0.058
H 8.4968 9.1218 -1.9748 0.342 -0.360 0.081 0.121
H 6.7636 9.1884 -2.0090 -0.131 0.203 -0.395 0.103
H 7.2910 6.9058 -2.1587 -0.293 0.091 -0.302 0.114
H 6.5476 7.2101 -0.5580 -0.292 -0.025 0.050 0.134
H 7.7666 5.1118 0.1170 -0.306 0.338 -0.004 0.120
H 9.4975 5.4422 0.3791 -0.172 0.172 0.278 0.119
H 8.3532 4.6349 -2.3052 -0.041 0.463 -0.433 0.109
H 9.0001 3.6327 -1.1376 0.847 -0.264 0.120 0.117
H 10.1433 6.8378 -2.4677 0.276 0.568 -0.490 0.078
H 9.6501 5.8995 -3.8472 -0.548 -0.832 0.199 0.070
H 11.3074 6.0847 -3.6222 0.455 -0.494 0.759 0.089
C 4.6655 17.9462 5.8310 0.841 -1.125 -0.186 -0.111
O 4.1162 17.0310 4.9185 -0.805 -0.025 -0.697 -0.180
C 4.2222 17.4315 3.5673 -0.402 -0.427 -0.733 -0.219
C 3.5700 16.4015 2.6718 -0.456 -0.760 0.470 -0.192
O 4.4447 15.3007 2.4078 -0.104 0.181 0.572 -0.158
C 3.7829 14.0841 1.9948 -0.550 1.638 1.404 -0.130
C 3.0950 13.3164 3.2065 2.404 -0.678 -1.565 -0.175
O 2.4111 12.2587 2.5774 -0.986 -0.141 0.584 -0.192
C 1.9953 11.2072 3.4486 -0.558 0.201 -0.387 -0.088
H 4.3892 18.9894 5.6778 -0.242 0.017 -0.032 0.088
H 5.7378 17.8027 5.6977 0.448 0.685 0.431 0.085
H 4.3974 17.5600 6.8144 -0.070 0.406 0.059 0.088
H 5.2426 17.5409 3.2000 0.444 0.193 0.432 0.119
H 3.6694 18.3536 3.3883 0.074 0.394 0.165 0.125
H 3.1574 16.8260 1.7566 0.520 0.275 -0.339 0.116
H 2.6723 16.1055 3.2146 -0.107 -0.519 0.208 0.120
H 4.5824 13.5304 1.5025 -0.527 -0.402 0.177 0.100
H 3.0277 14.4421 1.2952 -0.272 -0.748 -0.360 0.125
H 2.5881 13.9280 3.9529 -0.707 0.172 -0.444 0.120
H 3.9130 12.8454 3.7515 0.417 0.143 0.371 0.110
H 1.1518 10.7045 2.9755 0.138 -0.014 -0.229 0.095
H 1.6104 11.5582 4.4061 0.166 0.351 0.151 0.083
H 2.7652 10.4588 3.6360 0.384 0.115 -0.060 0.075
C 7.1745 11.1901 -8.4376 -1.135 0.472 1.227 -0.071
O 6.0467 12.0567 -8.5751 0.064 -1.488 -0.729 -0.199
C 6.1312 12.8409 -9.7390 -0.082 1.117 0.947 -0.208
C 5.2627 14.0338 -9.4857 -1.495 1.577 -0.469 -0.171
O 3.8403 13.8268 -9.6192 0.346 -1.377 0.167 -0.163
C 2.9528 14.8585 -9.1773 0.297 -0.374 -0.860 -0.143
C 1.4624 14.4036 -9.2561 1.615 0.740 0.049 -0.184
O 0.9907 14.5625 -10.5732 0.382 -0.363 0.267 -0.186
C -0.3004 14.0126 -10.7243 0.296 0.005 -1.022 -0.094
H 8.0075 11.8576 -8.2171 0.692 -0.409 -0.564 0.090
H 7.2688 10.4462 -9.2287 0.329 0.363 -0.389 0.078
H 6.9887 10.6281 -7.5223 0.005 -0.122 0.106 0.071
H 5.9701 12.3774 -10.7123 -0.267 -0.489 0.255 0.100
H 7.1279 13.2820 -9.7454 0.448 0.045 -0.315 0.124
H 5.5361 14.8212 -10.1882 0.147 0.156 -0.433 0.125
H 5.5145 14.4684 -8.5183 -0.145 -0.247 0.387 0.109
H 3.0686 15.6611 -9.9056 -0.148 0.547 0.134 0.123
H 3.2992 15.1915 -8.1989 -0.453 0.089 0.260 0.107
H 0.8648 15.1014 -8.6696 0.028 -0.238 0.727 0.125
H 1.3932 13.3708 -8.9147 -0.204 -0.118 0.171 0.119
H -0.9377 14.0550 -9.8410 0.008 0.496 0.137 0.088
H -0.2491 12.9595 -11.0008 0.086 -0.168 -0.017 0.067
H -0.6747 14.5880 -11.5710 -0.707 -0.245 0.149 0.094
C -5.0016 9.8090 -7.8031 0.437 0.810 0.677 -0.112
O -3.9296 10.6130 -8.2289 -0.033 0.323 -0.300 -0.218
C -2.6841 10.2242 -7.6720 -0.092 -0.210 -0.861 -0.193
C -1.5912 11.0043 -8.4069 0.187 -0.692 -0.464 -0.126
O -1.2622 10.6149 -9.8019 -0.422 0.295 1.404 -0.167
C -2.2900 10.8261 -10.7363 -0.643 0.284 -0.322 -0.215
C -1.7823 10.8073 -12.1612 0.154 -0.118 -0.660 -0.180
O -2.7518 11.5159 -13.0058 1.226 -0.356 1.832 -0.172
C -2.2881 11.7581 -14.2912 -0.228 -0.647 -0.937 -0.147
H -5.0004 8.8280 -8.2782 -0.363 0.034 -0.457 0.086
H -5.8617 10.4642 -7.9414 -0.409 -0.717 -0.321 0.091
H -4.9236 9.6121 -6.7339 -0.007 0.013 0.330 0.076
H -2.6390 9.1401 -7.7760 0.654 -0.217 0.025 0.120
H -2.6781 10.4753 -6.6113 0.364 0.046 0.151 0.110
H -0.6420 10.9291 -7.8764 -0.134 -0.142 0.026 0.087
H -1.9284 12.0381 -8.3318 0.118 0.314 -0.513 0.118
H -2.7370 11.8110 -10.6017 -0.204 0.146 0.199 0.126
H -3.0828 10.0812 -10.6677 -0.138 -0.013 0.340 0.126
H -1.5717 9.7995 -12.5189 -0.809 -0.491 -0.236 0.117
H -0.7536 11.1650 -12.2030 -0.048 1.190 -0.106 0.095
H -1.2472 12.0760 -14.3516 0.087 0.233 0.195 0.086
H -2.9421 12.4660 -14.8003 0.053 0.322 0.336 0.084
H -2.3914 10.8477 -14.8816 0.277 -0.340 -0.247 0.080
C 9.4744 11.5908 -3.4913 -0.181 -0.417 -0.903 -0.055
C 9.8724 11.8847 -4.9431 -1.351 0.207 0.613 -0.173
O 10.6784 13.0876 -4.9635 0.799 0.979 -0.044 0.029
C 10.1006 14.3002 -5.0849 -1.584 -1.931 -1.187 -0.362
O 8.9604 14.4831 -5.4274 0.346 0.173 0.578 0.161
C 11.0374 15.4865 -4.9738 1.707 0.894 0.098 -0.543
F 11.2670 16.0276 -6.1827 -1.012 0.118 -0.103 0.167
F 10.6029 16.4441 -4.1315 -0.418 -0.643 -0.684 0.151
F 12.2491 15.1455 -4.5672 0.598 -0.615 0.854 0.171
H 10.3306 11.0963 -3.0325 -0.255 0.081 0.440 0.088
H 8.6166 10.9215 -3.5578 0.107 -0.411 0.202 0.064
H 9.1101 12.4328 -2.9028 0.319 0.291 -0.251 0.069
H 9.0125 11.9549 -5.6093 -0.158 0.654 0.175 0.109
H 10.3781 11.0038 -5.3384 0.929 0.571 0.023 0.118
C 7.6134 18.0633 -3.5946 1.060 0.927 0.821 -0.051
C 7.1113 17.6032 -4.9110 0.662 -1.072 -0.364 -0.163
O 5.7070 17.4155 -4.7163 1.266 2.433 2.782 0.074
C 4.9619 16.8301 -5.5049 -1.790 -3.921 -5.105 -0.419
O 5.2920 16.1521 -6.5004 -0.928 1.766 2.177 0.100
C 3.4470 16.9445 -5.0951 0.386 0.200 -1.424 -0.565
F 2.6856 17.3932 -6.1292 0.612 -0.326 0.265 0.145
F 2.9752 15.7868 -4.7075 -0.238 -1.160 -0.041 0.190
F 3.2864 17.7777 -4.1081 -0.117 1.270 1.229 0.188
H 7.5317 17.3044 -2.8164 -0.348 -0.088 -0.136 0.079
H 7.1536 18.9924 -3.2578 -0.363 -0.101 -0.007 0.081
H 8.6746 18.3100 -3.6266 0.148 -0.153 -0.308 0.077
H 7.5719 16.6484 -5.1646 -0.166 -0.146 -0.098 0.112
H 7.2818 18.2566 -5.7666 -0.197 0.280 0.197 0.143
C -3.2933 9.9247 -3.2700 -0.013 0.629 -0.393 -0.099
C -2.7430 9.1298 -2.1184 1.315 -0.045 -0.622 -0.251
O -1.5084 8.4899 -2.5414 -1.294 -0.734 0.666 -0.086
C -0.3268 9.2174 -2.4241 2.189 0.725 -0.845 -0.459
O -0.2584 10.4007 -1.9317 -0.292 -0.177 0.132 -0.118
C 0.9964 8.4764 -2.7270 -4.481 2.199 1.011 -0.561
F 1.5854 8.0342 -1.5818 1.121 -0.817 0.346 0.080
F 0.8007 7.4129 -3.5243 0.795 -0.553 -0.339 0.098
F 1.8904 9.3381 -3.2663 0.448 -0.464 -0.293 0.086
H -3.4530 9.3744 -4.1972 -0.072 -0.415 0.165 0.059
H -2.5689 10.6989 -3.5228 0.023 0.123 0.083 0.057
H -4.2261 10.4056 -2.9756 -0.192 0.095 -0.035 0.064
H -3.4494 8.3706 -1.7824 0.225 -0.361 -0.086 0.101
H -2.5824 9.8297 -1.2984 0.345 -0.114 0.139 0.103
C 10.3444 13.9514 -0.1532 1.714 -0.272 0.155 -0.059
C 10.5029 15.3003 -0.7820 -1.425 0.288 -0.375 -0.227
O 11.8321 15.8111 -0.5840 1.196 1.400 -0.618 0.026
C 12.2044 17.0026 -1.1748 -4.019 -0.287 -1.260 -0.302
O 11.4524 17.7095 -1.8474 1.825 -1.619 1.864 0.129
C 13.6643 17.4046 -1.0253 -0.280 -1.305 -1.648 -0.606
F 14.3490 16.5190 -0.3183 0.405 0.215 0.244 0.187
F 14.1688 17.4804 -2.2765 0.258 -0.678 -0.012 0.154
F 13.7639 18.6051 -0.5695 0.209 1.558 1.615 0.220
H 11.0680 13.2948 -0.6364 -0.146 -0.363 -0.116 0.084
H 9.3426 13.5451 -0.2928 0.049 0.228 0.263 0.069
H 10.6996 14.0098 0.8756 -0.609 -0.202 0.266 0.087
H 9.7483 15.9490 -0.3372 0.297 0.541 -0.061 0.124
H 10.2296 15.1752 -1.8298 0.456 0.560 -0.256 0.114
C 6.5830 10.1304 3.6207 0.220 -0.692 -0.833 -0.052
C 5.7051 9.2264 2.7415 0.024 0.570 0.344 -0.189
O 5.0072 10.0582 1.7782 -0.099 -0.866 -0.525 -0.003
C 4.3058 9.4458 0.8102 -0.677 -2.859 0.309 -0.324
O 3.9635 8.2425 0.7334 1.679 4.219 0.408 0.118
C 3.8073 10.5027 -0.2214 0.606 -1.100 -1.124 -0.507
F 4.3910 11.7211 -0.0856 -0.469 -0.797 -0.105 0.125
F 4.0763 10.0571 -1.5036 0.105 0.596 1.362 0.118
F 2.5149 10.5685 -0.0920 -0.559 0.668 -0.013 0.220
H 7.0904 9.4254 4.2793 -0.118 0.279 0.529 0.077
H 6.0553 10.9304 4.1399 -0.167 -0.346 0.132 0.072
H 7.3919 10.5898 3.0527 -0.140 0.046 -0.284 0.068
H 4.9933 8.6848 3.3645 -0.256 0.100 -0.122 0.121
H 6.3011 8.4779 2.2193 0.039 0.179 -0.175 0.121
```
Forces are in eV/Å.

Summary:
Gap between HOMO and LUMO (spin up / spin down)   1.88 / 6.37 eV
2S+1   2
Net charge   -1
Highest occupied orbital energy (spin up / spin down)   -0.370 / -4.855 eV
Lowest unoccupied orbital energy (spin up / spin down)   1.51 / 1.51 eV